Entry 1:
{
  "formula": "C35H30As2F5NO4RhS",
  "method": "ωB97M-V with the def2-TZVPD basis set",
  "total_charge": 1,
  "multiplicity": 5,
  "gap_ev": [8.2, 6.6],
  "homo_energy_ev": [-10.331, -11.688],
  "largest_force_ha_per_bohr": 0.02490,
  "species": ["Rh", "C", "C", "As", "C", "C", "C", "C", "C", "C", "C", "C", "C", "C", "C", "C", "As", "C", "C", "C", "C", "C", "C", "C", "C", "C", "C", "C", "C", "H", "H", "H", "H", "H", "H", "H", "H", "H", "H", "H", "H", "H", "H", "H", "H", "H", "H", "H", "H", "H", "H", "H", "H", "F", "C", "F", "C", "F", "F", "F", "O", "H", "H", "O", "C", "N", "S", "O", "O", "C", "C", "C", "C", "C", "C", "H", "H", "H", "H"],
  "positions_angstrom": [[0.72776, 0.16260, -0.53963], [-1.58548, -0.47113, 2.21272], [-2.51047, 0.55803, 1.57089], [-1.63039, 1.47445, 0.06591], [-2.57301, 0.94622, -1.52677], [-1.82602, 0.83126, -2.69448], [-2.43695, 0.45111, -3.88091], [-3.79722, 0.18472, -3.89708], [-4.54895, 0.31256, -2.73535], [-3.94129, 0.69924, -1.55108], [-2.13658, 3.32322, 0.30238], [-1.92407, 3.92809, 1.53804], [-2.22538, 5.26829, 1.71542], [-2.72987, 6.01103, 0.65575], [-2.93563, 5.41023, -0.57688], [-2.64027, 4.06691, -0.75714], [-0.73890, -1.52118, 0.80783], [-2.19061, -2.54182, 0.04314], [-2.48712, -2.47257, -1.31335], [-3.53954, -3.21524, -1.83103], [-4.29671, -4.02366, -0.99780], [-4.00833, -4.09145, 0.35782], [-2.95820, -3.35310, 0.87725], [0.41913, -2.78376, 1.67047], [1.22008, -2.36919, 2.72899], [2.08914, -3.27245, 3.31952], [2.16779, -4.57674, 2.84996], [1.37943, -4.98197, 1.78333], [0.50047, -4.08695, 1.19092], [-2.11663, -1.11642, 2.91365], [-0.76942, 0.01602, 2.75165], [-2.80619, 1.32719, 2.28373], [-3.42096, 0.08911, 1.19477], [-0.76002, 1.05195, -2.68544], [-1.85360, 0.37167, -4.78877], [-4.27675, -0.11347, -4.81977], [-5.61210, 0.11395, -2.75419], [-4.54361, 0.80395, -0.65687], [-1.51360, 3.36586, 2.37040], [-2.06108, 5.73274, 2.67836], [-2.96334, 7.05812, 0.79288], [-3.32901, 5.98592, -1.40399], [-2.81318, 3.60738, -1.72349], [-1.90707, -1.83642, -1.96445], [-3.76503, -3.15902, -2.88776], [-5.11372, -4.60527, -1.40384], [-4.59821, -4.72366, 1.00777], [-2.72916, -3.42268, 1.93522], [1.20576, -1.34506, 3.07939], [2.71236, -2.95124, 4.14377], [2.84693, -5.27844, 3.31548], [1.44613, -5.99521, 1.41047], [-0.11283, -4.40683, 0.35677], [0.53568, 3.25555, -1.62188], [1.33441, 2.84623, -0.64166], [0.91291, 3.27336, 0.53818], [2.77955, 3.27569, -0.87703], [3.24983, 2.79280, -2.01760], [3.54353, 2.86122, 0.13339], [2.84090, 4.61205, -0.92783], [0.66559, -1.98929, -1.88494], [1.56026, -2.35033, -1.74507], [0.61079, -1.84843, -2.83859], [2.86514, 0.48213, 2.58714], [3.29830, 0.16690, 1.50586], [2.51849, -0.29659, 0.45436], [3.38940, -0.70716, -0.85048], [3.51107, -2.12105, -1.08133], [2.71495, 0.01626, -1.94128], [4.91110, -0.04921, -0.27342], [6.13287, 0.03907, -0.90784], [7.19206, 0.53931, -0.15927], [7.01747, 0.90826, 1.17093], [5.78231, 0.79462, 1.79405], [4.72144, 0.30749, 1.05160], [6.25898, -0.26324, -1.93799], [8.16796, 0.63952, -0.61405], [7.86292, 1.29313, 1.72500], [5.63360, 1.08479, 2.82515]],
  "forces_ev_per_angstrom": [[-1.207, -0.337, -0.262], [0.045, -0.001, 0.039], [-0.027, -0.010, -0.043], [0.400, -0.112, 0.079], [-0.087, 0.066, 0.048], [0.009, -0.039, 0.013], [0.072, -0.012, -0.035], [-0.065, -0.011, 0.006], [0.004, -0.006, -0.035], [0.009, -0.022, -0.032], [-0.034, 0.004, 0.057], [0.024, -0.029, 0.047], [-0.013, 0.012, -0.023], [-0.006, -0.010, 0.008], [-0.016, 0.046, 0.005], [-0.005, -0.066, -0.077], [0.216, 0.070, -0.109], [-0.036, -0.027, 0.036], [-0.001, 0.003, 0.080], [0.019, 0.024, -0.007], [-0.032, -0.013, -0.049], [-0.016, -0.009, 0.014], [0.091, 0.027, 0.132], [-0.182, -0.111, 0.014], [0.047, 0.010, -0.012], [0.039, -0.004, 0.023], [0.001, -0.003, 0.011], [-0.011, 0.002, -0.009], [0.008, -0.008, -0.039], [-0.004, -0.011, -0.039], [-0.023, 0.002, 0.000], [0.007, 0.005, -0.016], [0.027, -0.019, -0.025], [-0.013, 0.029, -0.038], [-0.004, -0.005, -0.011], [-0.009, 0.000, -0.007], [-0.009, -0.002, 0.000], [0.029, 0.010, 0.019], [0.010, -0.015, -0.027], [-0.003, 0.008, 0.001], [0.003, 0.008, -0.001], [-0.007, 0.007, 0.004], [0.028, -0.005, 0.027], [0.048, 0.014, -0.051], [-0.002, -0.001, -0.006], [-0.002, 0.002, -0.007], [0.007, 0.002, 0.014], [0.006, -0.008, -0.011], [-0.032, 0.026, 0.006], [-0.003, -0.005, 0.003], [0.012, 0.004, -0.004], [-0.002, -0.005, 0.003], [-0.026, 0.011, 0.015], [0.042, -0.101, 0.133], [0.051, 0.612, -0.087], [0.009, -0.145, -0.111], [0.210, 0.084, -0.089], [-0.044, 0.004, 0.000], [-0.030, -0.034, -0.026], [-0.007, -0.019, 0.025], [-0.046, 0.123, -0.027], [0.024, -0.024, 0.056], [0.012, 0.008, -0.002], [0.062, -0.001, -0.015], [-0.162, 0.094, -0.017], [0.355, -0.364, 0.228], [0.115, 0.446, 0.020], [-0.111, -0.122, 0.025], [0.191, 0.028, 0.180], [-0.011, -0.077, -0.068], [0.017, -0.004, 0.005], [-0.018, -0.029, -0.051], [0.044, 0.025, 0.021], [-0.102, -0.031, -0.022], [0.115, 0.043, 0.109], [0.017, 0.006, -0.010], [-0.005, -0.002, -0.022], [-0.003, -0.003, 0.013], [-0.006, -0.007, 0.006]]
}

=====

Entry 2:
{
  "formula": "C35H30BF3O4S",
  "method": "ωB97M-V with the def2-TZVPD basis set",
  "multiplicity": 1,
  "gap_ev": 6.5,
  "homo_energy_ev": -6.903,
  "largest_force_ha_per_bohr": 0.09286,
  "species": ["C", "O", "C", "C", "C", "C", "C", "C", "C", "C", "C", "C", "C", "O", "C", "C", "C", "C", "C", "H", "H", "H", "H", "H", "H", "H", "H", "H", "H", "H", "H", "H", "H", "H", "H", "H", "C", "C", "C", "C", "C", "B", "C", "C", "C", "C", "C", "F", "F", "F", "C", "C", "O", "C", "C", "C", "C", "C", "C", "O", "S", "H", "H", "H", "H", "H", "H", "H", "H", "H", "H", "H", "H", "H"],
  "positions_angstrom": [[4.06819, 4.66759, -0.93841], [3.76480, 4.32579, 0.43364], [2.87981, 3.28299, 0.48896], [1.95864, 3.21189, 1.56384], [1.01624, 2.19649, 1.54924], [1.02790, 1.14919, 0.58868], [-0.03571, 0.13433, 0.56907], [-0.54119, -0.12451, -0.77573], [-1.84246, 0.26881, -1.22874], [-2.40584, -0.10542, -2.56246], [-3.80354, 0.00457, -2.79873], [-4.41703, -0.55098, -3.90544], [-3.65588, -1.11337, -4.95452], [-4.35957, -1.66314, -5.98597], [-3.68938, -2.12746, -7.18018], [-2.24479, -1.08402, -4.83596], [-1.64409, -0.55566, -3.68534], [2.01519, 1.20035, -0.43530], [2.91325, 2.27623, -0.51600], [4.57334, 5.63329, -0.92033], [4.74314, 3.92676, -1.38178], [3.11139, 4.64794, -1.50881], [1.98059, 3.94952, 2.36296], [0.21925, 2.16933, 2.29926], [-0.87678, 0.23463, 1.29582], [0.12042, -0.58253, -1.53815], [-2.18511, 1.28549, -0.92523], [-4.42860, 0.49154, -2.04991], [-5.49935, -0.56876, -4.03180], [-4.49694, -2.46033, -7.83370], [-3.13269, -1.32648, -7.68851], [-3.03047, -2.97867, -6.96476], [-1.65831, -1.50019, -5.66650], [-0.55078, -0.54472, -3.66143], [2.13964, 0.38186, -1.14400], [3.67383, 2.27671, -1.29658], [0.23350, -2.85792, 4.93961], [0.80505, -2.32533, 3.67143], [1.03564, -2.98413, 2.46093], [1.67884, -2.16150, 1.51457], [1.90952, -0.87012, 1.95046], [-2.76979, 0.38844, 0.69241], [3.24115, -0.29804, 1.86421], [3.66274, 0.65450, 2.80974], [4.79194, 1.40136, 2.55396], [5.45287, 1.16678, 1.36222], [6.48471, 2.09990, 0.85537], [7.74085, 1.71251, 1.19440], [6.46578, 2.18689, -0.51705], [6.32525, 3.36709, 1.30286], [5.21185, 0.06596, 0.52618], [4.07856, -0.67949, 0.80325], [-2.75180, -0.91066, 1.34930], [-4.05964, -1.23880, 1.41015], [-4.88182, -0.12345, 1.20245], [-6.26970, -0.26203, 1.35727], [-6.69756, -1.53055, 1.80128], [-5.87640, -2.65381, 1.88036], [-4.50960, -2.51210, 1.64316], [-4.11085, 0.95547, 0.82288], [1.15874, -0.63362, 3.53637], [0.58381, -3.88410, 5.09697], [0.59732, -2.23256, 5.77551], [-0.86545, -2.89605, 4.84252], [0.65723, -4.01610, 2.34641], [1.84465, -2.44549, 0.42987], [3.09869, 0.81753, 3.72842], [5.14911, 2.13317, 3.28212], [5.86629, -0.19989, -0.30648], [3.74313, -1.47919, 0.12494], [-6.98369, 0.54598, 1.15339], [-7.74633, -1.69124, 2.10588], [-6.20931, -3.69863, 2.10003], [-3.79240, -3.33986, 1.59541]],
  "forces_ev_per_angstrom": [[-0.205, -0.263, 0.341], [-0.353, 0.049, -0.679], [-0.172, -0.666, -0.032], [0.568, -0.075, -1.202], [-0.273, -1.061, -0.279], [0.956, 0.943, -0.368], [-2.808, 1.422, -3.591], [0.168, 0.332, 1.493], [0.292, 1.125, 1.359], [-0.749, -0.543, -1.292], [0.519, -0.395, 0.519], [0.216, -0.118, -0.994], [0.822, 0.153, 0.831], [0.359, -0.013, -0.458], [-0.239, 0.202, 0.620], [-1.027, 0.022, -0.460], [-0.276, -0.252, 0.962], [0.053, 0.872, 0.805], [-0.844, -0.340, 1.162], [-0.284, -0.036, -0.044], [0.012, 0.248, 0.097], [0.731, 0.409, 0.188], [-0.019, -0.017, -0.302], [0.349, 0.054, -0.112], [0.572, -0.067, 0.109], [-0.258, 0.495, 0.530], [1.057, -0.279, -0.841], [0.104, -0.272, 0.013], [0.232, 0.198, 0.170], [0.133, 0.030, 0.099], [-0.083, -0.125, 0.302], [-0.065, 0.217, 0.017], [-0.024, 0.375, 0.546], [-0.353, -0.074, 0.161], [-0.245, 0.218, 0.088], [-0.324, 0.015, 0.311], [-0.217, -0.051, -0.134], [-0.046, 0.170, -1.331], [-0.875, 0.009, 1.292], [-0.790, -0.237, -1.485], [0.844, -1.731, 2.292], [-1.408, -2.355, 0.328], [-0.085, 0.918, -0.641], [0.144, -0.229, -0.156], [0.030, -0.161, -0.007], [0.921, -0.163, -0.958], [0.724, 0.758, -0.118], [-0.136, 0.216, -0.206], [0.091, -0.106, 0.733], [0.202, -0.556, -0.021], [-0.759, -0.214, 0.799], [0.023, 0.072, -0.347], [0.524, 2.028, -1.755], [-0.538, 0.108, 0.565], [-0.787, -0.992, 0.263], [0.813, -0.062, 0.237], [-1.147, -0.405, 0.110], [0.537, -0.729, -0.034], [0.020, -0.149, -0.005], [1.878, -0.647, -0.623], [0.419, -1.360, -0.324], [-0.043, 0.186, -0.011], [-0.601, -0.402, -0.232], [0.351, 0.169, 0.511], [0.611, 0.642, -0.200], [0.286, 0.050, 1.673], [0.215, 0.023, -0.413], [-0.191, 0.009, -0.503], [-0.277, 0.377, 0.218], [0.405, 0.405, 0.452], [0.445, -0.344, 0.292], [0.499, 0.347, -0.541], [-0.218, 1.319, -0.094], [-0.406, 0.303, 0.306]]
}

=====

Entry 3:
{
  "formula": "C35H30N11O4Ti",
  "method": "ωB97M-V with the def2-TZVPD basis set",
  "total_charge": 1,
  "multiplicity": 1,
  "gap_ev": 7.2,
  "homo_energy_ev": -10.700,
  "largest_force_ha_per_bohr": 0.05186,
  "species": ["Ti", "N", "C", "C", "O", "N", "C", "C", "O", "O", "H", "H", "H", "H", "H", "H", "C", "N", "C", "N", "C", "N", "C", "C", "C", "C", "C", "C", "C", "N", "N", "C", "O", "C", "C", "C", "C", "C", "C", "N", "C", "N", "C", "N", "C", "H", "H", "H", "H", "H", "H", "H", "H", "H", "H", "H", "H", "H", "H", "H", "H", "C", "C", "C", "C", "N", "C", "C", "C", "C", "C", "C", "C", "H", "H", "H", "H", "H", "H", "H", "H"],
  "positions_angstrom": [[-0.04630, 0.34450, -0.09480], [1.69600, -0.14470, 1.43760], [2.99570, 0.07380, 0.79000], [2.82040, 0.75390, -0.58390], [3.78050, 0.88310, -1.32740], [1.56380, 1.12450, -0.84550], [1.36640, 1.86980, -2.07900], [-0.14720, 1.98600, -2.29280], [-0.65430, 2.68400, -3.13110], [-0.79970, 1.21670, -1.46310], [1.55040, 0.59990, 2.12080], [1.69850, -1.02570, 1.95480], [3.51540, -0.87790, 0.63630], [3.66510, 0.70890, 1.38650], [1.80910, 1.36410, -2.95170], [1.83570, 2.86310, -2.03680], [-4.07380, -2.11280, -3.36700], [-3.37980, -1.49240, -2.26410], [-2.14630, -1.69600, -1.78970], [-1.92060, -0.89430, -0.75950], [-3.08190, -0.19560, -0.64940], [-3.97110, -0.54670, -1.53840], [-3.62610, -1.59600, -4.71740], [-4.55570, -1.07140, -5.60630], [-4.15850, -0.62120, -6.85630], [-2.82980, -0.67870, -7.23230], [-1.89220, -1.20630, -6.34670], [-2.29480, -1.66920, -5.09560], [-0.50000, -1.28070, -6.72590], [0.03840, -0.98770, -7.87320], [1.35370, -1.19310, -7.76550], [1.58330, -1.60940, -6.55670], [0.43600, -1.69150, -5.83520], [2.84570, -1.88910, -5.91700], [4.05300, -1.58690, -6.54300], [5.23660, -1.75910, -5.84970], [5.22330, -2.19620, -4.53410], [4.02100, -2.50840, -3.90750], [4.02600, -2.95610, -2.46830], [2.80610, -2.63100, -1.77330], [2.02030, -1.55420, -1.86330], [1.01900, -1.64900, -0.99310], [1.24920, -2.85060, -0.40390], [2.31440, -3.45580, -0.85400], [2.83970, -2.38410, -4.61490], [-5.13230, -1.89060, -3.22160], [-3.92250, -3.19560, -3.31580], [-1.46000, -2.43060, -2.16440], [-3.26500, 0.56110, 0.09540], [-5.59580, -1.01480, -5.32160], [-4.89190, -0.21740, -7.53590], [-2.49550, -0.33090, -8.19610], [-1.55530, -2.09380, -4.43240], [4.03800, -1.21620, -7.55480], [6.17760, -1.51770, -6.32110], [6.14990, -2.29320, -3.98850], [4.86610, -2.47860, -1.95230], [4.14940, -4.04220, -2.38720], [2.18670, -0.76020, -2.56410], [0.61960, -3.30860, 0.33110], [1.89450, -2.65120, -4.16450], [-1.87450, -2.34850, 3.05520], [-2.25740, -1.44320, 4.03740], [-1.97980, -0.10460, 3.85410], [-1.29050, 0.31030, 2.70620], [-0.95550, -0.57310, 1.74370], [-1.25870, -1.85710, 1.92080], [-0.88350, 1.69310, 2.44720], [-1.01650, 2.71020, 3.40030], [-0.63960, 4.00250, 3.09000], [-0.11350, 4.28490, 1.84030], [0.05970, 3.26660, 0.91060], [-0.32200, 1.95520, 1.17870], [-2.06000, -3.40450, 3.15720], [-2.77360, -1.78370, 4.92090], [-2.30600, 0.61700, 4.58550], [-1.00510, -2.52220, 1.10570], [-1.40170, 2.50360, 4.38690], [-0.75690, 4.78940, 3.81900], [0.17330, 5.29580, 1.59210], [0.50650, 3.51440, -0.04400]],
  "forces_ev_per_angstrom": [[0.085, -2.172, 1.519], [0.127, 0.395, 0.018], [0.420, 0.179, -0.455], [1.317, -0.497, 0.890], [-0.252, 0.092, 0.115], [-0.436, 0.571, -0.723], [-0.124, 0.232, -0.321], [1.218, 1.684, -1.671], [0.148, -0.448, 0.487], [-1.079, 0.067, -0.306], [-0.110, -0.252, -0.073], [-0.142, 0.267, -0.248], [-0.113, 0.139, -0.015], [-0.159, -0.174, -0.131], [-0.070, 0.120, 0.154], [-0.158, -0.221, -0.061], [-0.265, -0.269, -0.674], [0.908, -0.134, 0.670], [-0.013, -0.099, 0.036], [0.133, -0.024, -0.218], [-0.207, -0.302, -0.083], [-0.797, 0.712, 0.276], [-0.074, 0.047, -0.010], [0.087, -0.048, 0.108], [0.071, 0.006, -0.044], [0.068, -0.096, 0.125], [-0.371, -0.107, 0.407], [-0.047, 0.091, -0.206], [0.557, 0.136, -0.740], [-1.781, 0.147, 0.258], [1.624, -0.400, 0.569], [-0.370, 0.258, -0.790], [-0.035, 0.019, -0.015], [0.385, -0.127, 0.435], [-0.234, -0.079, 0.036], [0.035, -0.021, 0.039], [-0.150, -0.028, 0.060], [0.043, 0.082, -0.073], [0.817, -0.237, -0.327], [-0.822, 0.677, -0.024], [0.068, -0.127, -0.105], [-0.088, 0.109, 0.089], [0.132, -0.144, -0.155], [0.026, -0.877, 0.602], [0.027, 0.020, -0.195], [0.156, -0.131, 0.062], [-0.049, 0.126, 0.110], [0.097, -0.053, -0.145], [-0.001, 0.055, -0.036], [-0.110, 0.023, 0.038], [-0.066, 0.049, -0.074], [-0.012, 0.063, -0.120], [0.072, -0.020, 0.038], [0.036, 0.095, -0.110], [0.041, -0.005, -0.046], [0.121, 0.033, 0.061], [-0.129, -0.105, 0.001], [-0.081, 0.223, 0.053], [0.100, 0.131, -0.003], [-0.049, -0.025, 0.195], [-0.036, 0.018, -0.001], [0.133, 0.144, -0.128], [0.085, 0.031, -0.205], [0.125, -0.029, -0.241], [-0.166, -0.227, 0.397], [-0.263, 0.428, 0.358], [-0.065, -0.488, 0.098], [0.149, 0.490, -0.205], [-0.021, -0.254, -0.183], [-0.026, -0.011, -0.001], [0.044, -0.125, -0.136], [0.010, 0.077, -0.106], [-0.288, 0.180, 0.847], [-0.056, -0.108, -0.033], [-0.058, -0.003, 0.108], [0.068, 0.076, 0.024], [-0.106, 0.059, 0.057], [-0.085, -0.047, 0.078], [0.000, 0.051, 0.078], [0.046, 0.072, -0.032], [-0.016, 0.039, -0.029]]
}